The following is a DFT calculation (ωB97M-V with the def2-TZVPD basis set) of C9H8OS2 in the gas phase in a non-equilibrium geometry.

Each line ends with the natural charge from an NBO analysis.
Element x y z (Å)
H -0.723393 -1.619450 -1.483468  0.22
O -1.324205 3.170366 -0.527242  -0.52
C -1.343236 -0.691454 0.179992  -0.29
H -2.928367 -0.942370 1.635296  0.15
H 3.336776 -0.648535 0.550220  0.21
H 1.339326 2.869087 -0.095747  0.22
C 2.583074 1.147887 0.131762  -0.19
C 0.158572 1.276095 -0.146968  -0.16
C 0.024414 -0.098273 0.109190  -0.02
C 1.390696 1.870342 -0.160718  -0.16
C -1.569468 -1.804494 -0.843647  -0.64
H 1.055441 -1.941608 0.500360  0.22
H -1.561252 -2.854015 -0.395704  0.24
C 1.202148 -0.816264 0.263565  -0.20
S -2.425450 0.770692 -0.192117  0.23
C 2.450798 -0.239411 0.327784  -0.18
H 3.599235 1.528163 -0.009921  0.22
H -2.486429 -1.572360 -1.350421  0.23
S -1.637569 -1.415103 1.768842  0.01
C -1.141112 2.010704 -0.261058  0.42

Atoms 1-2, force components in eV/Å:
0.010 -0.772 -1.057
0.073 -0.528 0.490

Summary:
charge: 0
SMILES string: C[C@]1(S)SC(=O)c2ccccc21
E_LUMO: 0.0 eV
frontier orbital gap: 9.29 eV
E_tot: -1219.33167 Ha
HOMO: -9.3 eV


The following is a DFT calculation (ωB97M-V with the def2-TZVPD basis set) of C26H24BiF13N4O6 as an isolated structure in a non-equilibrium geometry.

Each line ends with the Mulliken charge.
Element x y z (Å)
H -2.842948 -0.490149 3.878570  0.41
C 0.230976 3.772960 -0.350862  -1.44
O 1.127996 -0.058515 1.994894  0.01
C -4.000542 -0.213461 -1.828893  -0.66
C 0.446335 2.215293 2.354006  -0.72
C -4.212939 0.456424 0.520232  -0.76
H -4.649598 -0.602897 2.357464  0.67
F -3.009518 -4.620831 -1.933411  -0.26
H -3.277143 -0.850772 -3.748796  0.65
C -2.307901 -0.039147 3.043475  -0.74
H -4.849682 -0.856205 -1.594441  0.47
F -0.435576 -3.238953 -1.966474  -0.17
C -0.505130 -4.038373 -0.874101  0.09
N -1.032489 1.712941 -0.820187  -0.02
F 0.584748 -3.737353 -0.137878  -0.21
C -1.597431 -3.908220 1.426006  0.37
H -2.568870 1.017585 2.962820  0.33
C 1.605667 1.228163 2.353678  -0.36
C 6.076600 0.695138 -1.121401  1.11
C 2.732438 2.251492 -1.368125  0.89
H -1.106081 2.046309 -1.773683  0.08
N 8.430029 0.912802 -0.101365  -0.39
C -1.831205 -3.715370 -0.096766  0.71
H 2.892374 -0.931415 1.281578  0.27
C 5.180422 2.821083 -0.218551  0.31
O -1.693202 -0.489513 -2.459260  -0.28
C 5.896711 -0.567649 -1.764824  -0.16
N 5.751160 -1.617180 -2.210788  -0.45
C 3.763542 1.421256 -1.596523  0.42
O -2.637421 -0.758753 1.838298  0.12
F -0.412449 -5.293838 -1.262272  -0.24
C 4.136525 3.647538 0.007489  -0.43
C -0.381343 2.439623 0.008293  0.53
F 4.333857 4.731647 0.729571  -0.31
F -2.776669 -5.938289 -0.217764  -0.21
C 1.691459 4.053145 0.000969  0.86
C 7.373933 0.858706 -0.552264  -0.19
H -4.256769 -1.641502 0.968550  -0.03
Bi -1.200362 -0.588994 -0.113318  1.63
H 1.683042 -2.021251 2.007771  0.17
N 1.757919 6.048222 1.618820  -0.45
H -5.251176 0.551332 0.206505  0.53
H -1.015199 -0.445700 -4.414282  0.30
F 1.579887 1.992551 -2.003502  -0.41
O -3.349557 0.252507 -0.618699  -0.39
H 0.805371 3.241478 2.358780  0.40
C 2.789363 3.367274 -0.456236  0.30
H -0.766034 -2.001836 -3.587781  0.38
F 6.346755 3.112756 0.312634  -0.30
H 0.240340 -0.594760 -3.161981  0.32
H 0.092511 3.931372 -1.420341  0.53
F 3.558917 0.392123 -2.404295  -0.32
F -2.735836 -3.748348 2.102930  -0.24
H -3.890486 1.391668 0.981206  0.33
H 2.673472 -0.981806 3.049633  0.34
C -2.958981 -4.682815 -0.592311  0.45
O -2.290588 -2.450903 -0.388797  -0.25
F -1.075499 -5.088890 1.714649  -0.26
C 5.059121 1.607681 -0.991415  0.13
H -0.167750 2.055579 3.236536  0.45
H 2.039519 1.208195 3.358178  0.65
C 1.811773 5.171412 0.874751  -0.43
C -4.025359 -0.702249 1.469559  -0.47
C 2.162115 -1.050473 2.088279  -0.79
C -0.752017 -0.920176 -3.469561  -0.93
F -4.139376 -4.258977 -0.122920  -0.23
F -0.732359 -2.948347 1.870201  -0.08
H -0.378457 4.523993 0.157370  0.54
C -3.021972 -0.992938 -2.698059  -0.51
H -4.362714 0.679353 -2.340006  0.41
H 2.389352 1.534236 1.657161  -0.01
H -3.056488 -2.053113 -2.458494  0.07
O -0.450426 1.955995 1.251233  -0.20
H -1.238690 -0.159851 3.198536  0.07

Atoms 1-2, force components in eV/Å:
-0.011 -0.020 -0.045
0.156 0.090 -0.035

Summary:
charge: +2
E_LUMO (spin up / spin down): -7.6 / -7.6 eV
frontier orbital gap (spin up / spin down): 6.31 / 6.30 eV
E_tot: -3187.78830 Ha
HOMO (spin up / spin down): -13.9 / -13.9 eV


Calculated relative energy (zero: lowest compared OMol25 entry of this formula, charge and spin), 48.0; 0.0 kJ/mol (same order as the records).